Entry 1:
Formula: C58H49F3KN2O5P2SSb
Source: the Open Molecules 2025 dataset
Level of theory: wB97M-V/def2-TZVPD

Geometry as XYZ:
```
122
Properties=species:S:1:pos:R:3
K -0.225 -0.151 -0.080
O -5.953 1.100 2.545
C -4.841 0.798 1.810
C -4.628 -0.486 1.320
C -3.480 -0.718 0.585
N -2.601 0.244 0.335
C -2.814 1.479 0.777
C -3.925 1.806 1.537
C -1.751 2.503 0.334
O -1.888 3.675 0.708
O -0.851 2.009 -0.403
C -3.136 -2.079 -0.041
O -3.871 -3.042 0.247
O -2.131 -2.061 -0.802
H -6.489 0.305 2.609
H -5.331 -1.295 1.481
H -4.075 2.818 1.889
C 1.053 -1.569 -2.672
C 1.383 -2.000 -1.437
C 2.667 -1.711 -0.861
C 3.449 -0.561 -1.092
C 1.895 0.721 -3.158
H 0.130 -1.911 -3.130
H 0.755 -2.766 -0.979
H 3.242 -2.614 -0.647
H 3.951 1.461 -0.927
H 1.360 1.318 -3.895
C 3.794 -4.295 4.638
S 5.275 -3.874 3.685
C 4.961 -2.108 3.377
C 3.729 -1.825 2.528
C 3.637 -0.330 2.201
N 2.302 0.111 1.800
P 2.184 1.475 0.696
C 3.474 2.589 1.446
C 4.841 2.630 1.186
C 5.674 3.490 1.891
C 5.154 4.324 2.871
C 3.790 4.311 3.129
C 2.963 3.459 2.414
C 3.027 0.874 -0.867
C 4.634 -0.737 -1.810
C 4.461 -1.478 -3.033
C 3.317 -1.463 -3.770
C 1.981 -0.750 -3.559
C 2.219 1.370 -2.044
P 0.941 0.289 2.853
C 1.570 -0.051 4.560
C 1.270 -1.185 5.315
C 1.633 -1.264 6.652
C 2.306 -0.218 7.266
C 2.613 0.917 6.528
C 2.238 1.001 5.198
C -0.013 -1.250 2.589
C -1.276 -1.290 3.184
C -2.087 -2.402 3.042
C -1.664 -3.475 2.268
C -0.429 -3.426 1.643
C 0.400 -2.324 1.807
H 3.970 -5.270 5.090
H 2.923 -4.344 3.987
H 3.644 -3.549 5.414
H 5.865 -1.758 2.875
H 4.884 -1.608 4.346
H 2.831 -2.128 3.066
H 3.779 -2.390 1.596
H 4.296 -0.134 1.353
H 4.009 0.256 3.054
H 5.281 1.984 0.436
H 6.736 3.506 1.678
H 5.812 4.991 3.415
H 3.381 4.973 3.883
H 1.889 3.464 2.578
H 5.535 -0.137 -1.665
H 5.314 -1.999 -3.475
H 3.304 -2.101 -4.652
H 1.529 -0.779 -4.553
H 1.943 2.421 -1.978
H 0.731 -2.005 4.858
H 1.388 -2.154 7.221
H 2.575 -0.281 8.314
H 3.126 1.747 7.001
H 2.457 1.898 4.632
H -1.612 -0.438 3.770
H -3.068 -2.424 3.499
H -2.323 -4.316 2.111
H -0.110 -4.246 1.011
H 1.368 -2.288 1.316
F -1.933 -1.637 -8.603
C -2.013 -1.269 -7.295
C -2.922 -1.905 -6.479
C -3.007 -1.511 -5.147
C -2.212 -0.491 -4.636
C -1.287 0.100 -5.498
C -1.178 -0.274 -6.829
Sb -2.169 0.251 -2.552
C -2.596 2.227 -3.414
C -1.920 3.354 -2.953
C -2.192 4.621 -3.464
C -3.145 4.738 -4.451
F -3.425 5.969 -4.960
C -3.833 3.647 -4.945
C -3.552 2.396 -4.416
C -4.302 -0.008 -2.243
C -5.064 1.092 -1.849
C -6.413 0.969 -1.548
C -6.993 -0.278 -1.647
F -8.319 -0.409 -1.361
C -6.277 -1.396 -2.011
C -4.926 -1.251 -2.303
H -3.545 -2.695 -6.880
H -3.715 -2.015 -4.500
H -0.639 0.885 -5.117
H -0.462 0.189 -7.496
H -1.183 3.246 -2.164
H -1.683 5.501 -3.093
H -4.572 3.784 -5.725
H -4.091 1.534 -4.794
H -4.595 2.064 -1.753
H -7.002 1.820 -1.229
H -6.758 -2.365 -2.035
H -4.348 -2.138 -2.527
```

Calculated values
2S+1 = 1
Charge = -2
Orbital gap = 4.49 eV
F_max = 2.04 eV Å⁻¹

Results of the Mulliken charge analysis, in e, for atoms 1 through 99: 3.281 -0.647 0.670 -0.812 0.414 0.913 0.059 -1.222 -0.383 -0.931 -0.558 0.008 -0.944 -0.762 0.323 0.420 0.520 -0.271 -0.744 0.328 -0.009 -1.221 0.774 0.226 0.543 0.536 0.113 -0.508 -0.183 -1.007 0.660 -1.371 0.817 -0.590 0.396 -0.392 -0.779 -0.541 -0.398 -0.515 1.163 -1.392 -0.906 -0.559 0.238 -0.981 -0.534 0.871 -0.202 -0.797 -0.501 -0.672 -0.577 0.532 -0.632 -0.889 -0.459 -0.778 0.608 0.383 0.082 0.108 0.415 0.344 -0.579 0.268 0.604 0.554 0.322 0.416 0.356 0.421 0.422 0.293 0.274 0.285 0.544 0.356 0.373 0.421 0.368 0.432 0.288 0.483 0.332 0.260 0.396 -0.053 -0.381 0.222 -0.719 -0.294 0.264 -0.270 -0.680 0.621 0.062 -0.450 -0.626

Entry 2:
Formula: C43H72ClGeInN3O8PSi3
Source: the Open Molecules 2025 dataset
Level of theory: wB97M-V/def2-TZVPD

Geometry as XYZ:
```
133
Properties=species:S:1:pos:R:3
In 0.979 0.439 -0.760
C 3.758 2.795 -2.259
C 3.033 2.452 -3.532
C 2.977 3.361 -4.580
C 2.323 3.040 -5.757
C 1.748 1.788 -5.897
C 1.814 0.837 -4.884
C 1.243 -0.528 -5.118
C 2.444 1.188 -3.678
N 2.538 0.329 -2.558
C 3.217 -0.812 -2.670
O 3.788 -1.298 -3.650
C 3.414 -1.501 -1.339
C 4.342 -2.518 -1.185
C 4.633 -2.951 0.101
C 3.999 -2.362 1.184
C 3.053 -1.378 0.937
N 2.782 -0.977 -0.297
C 2.388 -0.633 2.065
O 2.653 -1.021 3.215
N 1.700 0.447 1.697
C 1.530 1.368 2.770
C 0.279 1.696 3.297
C -0.977 1.030 2.821
C 0.190 2.644 4.316
C 1.316 3.251 4.839
C 2.560 2.897 4.337
C 2.683 1.972 3.313
C 4.052 1.641 2.784
H 4.088 3.834 -2.268
H 3.121 2.643 -1.386
H 4.632 2.154 -2.121
H 3.449 4.332 -4.466
H 2.268 3.761 -6.565
H 1.239 1.528 -6.818
H 0.532 -0.511 -5.944
H 2.047 -1.229 -5.336
H 0.726 -0.902 -4.235
H 4.822 -2.911 -2.068
H 5.372 -3.727 0.259
H 4.214 -2.621 2.210
H -0.767 0.041 2.418
H -1.687 0.942 3.646
H -1.456 1.603 2.024
H -0.790 2.886 4.714
H 1.229 3.977 5.638
H 3.457 3.356 4.739
H 4.779 2.382 3.118
H 4.375 0.658 3.136
H 4.059 1.612 1.694
C 1.199 5.534 -2.391
C -0.251 5.103 -2.180
C -1.105 6.305 -1.770
P -0.373 3.531 -1.180
C -0.019 3.955 0.596
C -0.605 5.214 1.242
C 1.496 3.985 0.796
C -2.181 3.090 -1.265
C -3.118 3.622 -0.182
C -2.754 3.367 -2.656
H 1.258 6.279 -3.190
H 1.826 4.690 -2.671
H 1.611 5.990 -1.488
H -0.622 4.753 -3.149
H -0.679 6.822 -0.912
H -2.129 6.029 -1.525
H -1.142 7.020 -2.597
H -0.411 3.077 1.129
H -0.020 6.092 0.959
H -0.534 5.119 2.330
H -1.644 5.402 0.985
H 1.952 4.785 0.209
H 1.970 3.047 0.508
H 1.726 4.163 1.846
H -2.151 2.008 -1.145
H -2.763 3.387 0.823
H -3.275 4.700 -0.250
H -4.094 3.143 -0.302
H -2.928 4.434 -2.815
H -3.709 2.849 -2.760
H -2.101 2.993 -3.443
O -2.893 0.150 -2.933
Cl -1.585 -0.234 -3.398
O -0.730 0.924 -3.472
O -1.704 -0.886 -4.667
O -0.974 -1.171 -2.441
C -3.310 -1.204 -0.272
C -1.935 -0.869 0.235
O -1.514 0.274 0.143
O -1.184 -1.798 0.783
H -3.560 -2.255 -0.176
H -3.349 -0.913 -1.321
H -4.046 -0.592 0.250
C -0.977 -6.523 -0.412
Si -1.068 -4.686 -0.817
C 0.592 -4.060 -1.395
C -2.377 -4.373 -2.116
Ge -1.617 -3.596 1.254
Si -3.853 -3.548 2.186
C -3.939 -4.736 3.642
C -4.337 -1.868 2.862
C -5.139 -4.174 0.957
Si -0.087 -4.140 3.013
C -0.627 -5.876 3.546
C -0.122 -2.997 4.492
C 1.656 -4.327 2.334
H -0.745 -7.108 -1.306
H -1.923 -6.892 -0.007
H -0.197 -6.719 0.327
H 0.908 -4.613 -2.284
H 1.368 -4.168 -0.637
H 0.517 -3.009 -1.675
H -2.210 -5.025 -2.977
H -2.311 -3.341 -2.464
H -3.387 -4.553 -1.741
H -3.264 -4.446 4.448
H -3.695 -5.758 3.351
H -4.958 -4.732 4.038
H -5.290 -1.976 3.388
H -4.457 -1.107 2.095
H -3.597 -1.502 3.574
H -4.791 -5.087 0.470
H -5.370 -3.449 0.176
H -6.068 -4.409 1.483
H -1.423 -5.853 4.286
H 0.228 -6.395 3.989
H -0.974 -6.480 2.703
H -1.111 -2.575 4.679
H 0.580 -2.170 4.365
H 0.179 -3.567 5.376
H 1.826 -3.708 1.453
H 1.867 -5.364 2.067
H 2.377 -4.005 3.089
```

Calculated values
2S+1 = 2
Charge = -1
Orbital gap (alpha / beta) = 6.38 / 6.87 eV
F_max = 0.65 eV Å⁻¹

Results of the Mulliken charge analysis, in e, for atoms 1 through 99: 1.215 -1.196 0.779 -0.265 -1.161 -0.849 1.407 -1.719 -0.585 0.768 -0.280 -0.796 0.560 -0.909 -0.822 -0.433 0.319 0.341 -0.363 -0.830 1.224 -0.457 0.407 0.096 -0.490 -0.962 -0.999 1.796 -1.547 0.394 0.132 0.412 0.381 0.392 0.403 0.401 0.370 0.115 0.587 0.428 0.552 -0.890 0.672 -0.770 0.440 0.390 0.364 0.511 0.280 0.051 -1.486 0.769 -1.813 0.607 3.132 -2.022 -0.842 3.011 -2.030 -1.752 0.523 0.201 0.238 0.546 0.281 0.294 0.464 -1.830 0.420 0.341 0.361 0.354 -0.401 0.289 -1.780 0.317 0.285 0.462 0.379 0.467 0.314 -0.748 1.710 -0.356 -0.693 -1.030 -0.749 0.658 -0.168 -0.633 -0.689 0.093 0.407 -1.270 0.829 -0.322 -0.728 0.062 0.894

Entry 3:
Formula: C2H9NO4
Source: the Open Molecules 2025 dataset
Level of theory: wB97M-V/def2-TZVPD

Geometry as XYZ:
```
16
Properties=species:S:1:pos:R:3
O -0.687 2.406 -1.231
C 0.434 1.779 -1.312
N 0.821 0.650 -0.723
C 0.013 -0.187 0.285
O 0.709 -0.729 1.285
H 1.290 2.239 -1.994
H 1.492 0.160 -1.285
H -0.474 -0.946 -0.258
H -0.772 0.440 0.611
H 1.156 -1.526 0.973
H 2.421 -0.907 2.902
H 3.067 -2.206 3.495
O 2.597 -1.896 2.714
H -4.195 -0.092 -2.495
H -3.976 0.914 -1.405
O -3.897 -0.098 -1.564
```

Calculated values
2S+1 = 1
Orbital gap = 10.16 eV
Structure (SMILES) = O=CNCO.O.O
F_max = 5.06 eV Å⁻¹

In the Mulliken picture, each atom carries the following charge in e: -0.585 0.101 -0.102 -0.458 -0.436 0.246 0.253 0.311 0.321 0.336 0.337 0.290 -0.616 0.311 0.336 -0.645